The following is a DFT calculation (wB97M-V/def2-TZVPD) of a 10-piece molecular cluster, C23H54BF3N9O22 overall in a non-equilibrium geometry.

Each line ends with the Löwdin charge.
Element x y z (Å)
C 1.523 -0.367 3.078  -0.05
C 2.953 -0.418 2.337  -0.26
O 3.097 0.576 1.307  -0.21
C 3.429 -0.050 0.025  -0.19
C 3.122 0.952 -1.204  -0.17
C 1.829 1.777 -0.783  -0.20
C 1.018 2.412 -1.989  -0.19
C 0.161 3.710 -1.574  -0.13
C -1.131 3.363 -0.708  -0.28
O -1.735 2.069 -0.852  -0.07
B -2.420 1.856 0.461  -0.78
C -3.775 0.947 0.503  -0.16
C -3.438 -0.623 0.288  -0.16
O -2.364 3.115 1.241  -0.06
C -1.229 3.919 0.830  -0.22
C 0.167 3.538 1.540  -0.07
C 0.138 3.729 3.118  -0.21
O 1.277 3.006 3.662  -0.06
C 0.261 5.231 3.599  -0.39
F 0.958 6.027 2.674  0.07
F -1.002 5.840 3.735  0.07
F 0.842 5.305 4.873  0.08
H 1.066 -1.411 3.110  0.05
H 0.852 0.284 2.440  0.07
H 1.587 0.095 4.111  0.07
H 3.164 -1.461 1.926  0.11
H 3.728 -0.263 3.163  0.10
H 4.539 -0.300 0.071  0.10
H 2.761 -0.962 -0.101  0.11
H 4.010 1.676 -1.206  0.11
H 3.024 0.406 -2.182  0.09
H 1.129 1.034 -0.266  0.12
H 2.170 2.583 -0.054  0.11
H 1.674 2.728 -2.858  0.10
H 0.275 1.654 -2.377  0.09
H -0.217 4.136 -2.568  0.10
H 0.797 4.531 -1.114  0.11
H -1.926 4.039 -1.201  0.14
H -1.599 1.155 1.042  0.10
H -4.336 1.025 1.491  0.09
H -4.489 1.223 -0.355  0.08
H -2.383 -0.797 -0.090  0.06
H -3.612 -1.123 1.299  0.06
H -4.148 -1.117 -0.454  0.04
H -1.523 5.019 0.912  0.16
H 0.962 4.146 1.021  0.11
H 0.276 2.413 1.367  0.11
H -0.829 3.245 3.478  0.18
H 1.625 2.391 2.991  0.06
C -5.158 -4.879 0.610  0.04
N -5.362 -3.726 -0.304  -0.45
O -4.905 -3.816 -1.429  0.05
O -5.971 -2.776 0.142  0.06
H -4.602 -5.650 0.083  0.09
H -4.597 -4.519 1.471  0.10
H -6.141 -5.243 0.903  0.10
C 0.582 -2.952 -2.879  0.05
N 1.560 -1.954 -2.374  -0.41
O 1.272 -0.781 -2.504  0.07
O 2.579 -2.391 -1.867  0.05
H -0.270 -2.423 -3.301  0.08
H 1.084 -3.547 -3.640  0.10
H 0.275 -3.567 -2.035  0.10
C -2.545 1.297 -3.748  0.06
N -2.519 0.046 -4.552  -0.43
O -3.516 -0.231 -5.199  0.04
O -1.501 -0.618 -4.508  0.05
H -3.509 1.781 -3.884  0.10
H -2.394 1.022 -2.703  0.09
H -1.739 1.934 -4.107  0.10
C 8.027 -1.112 1.180  0.04
N 6.589 -1.247 1.528  -0.44
O 5.896 -1.925 0.789  0.05
O 6.212 -0.667 2.526  0.07
H 8.221 -1.677 0.271  0.09
H 8.230 -0.054 1.027  0.10
H 8.605 -1.509 2.012  0.10
C 1.749 -4.481 4.695  0.02
N 0.365 -4.050 4.381  -0.43
O -0.500 -4.270 5.211  0.05
O 0.199 -3.501 3.309  0.05
H 1.757 -4.951 5.676  0.10
H 2.055 -5.188 3.927  0.08
H 2.378 -3.593 4.689  0.06
C 5.077 -1.699 7.017  0.05
N 4.384 -2.568 6.032  -0.42
O 5.076 -3.202 5.257  0.07
O 3.168 -2.583 6.072  0.05
H 6.150 -1.785 6.865  0.09
H 4.743 -0.677 6.844  0.11
H 4.798 -2.043 8.011  0.10
C -6.161 0.928 -7.040  0.05
N -6.076 2.041 -8.021  -0.45
O -5.180 2.850 -7.875  0.06
O -6.914 2.064 -8.905  0.05
H -5.356 1.035 -6.316  0.07
H -7.131 0.995 -6.551  0.10
H -6.060 -0.004 -7.592  0.10
C 5.928 -6.015 2.534  0.05
N 5.128 -6.567 3.657  -0.44
O 3.924 -6.401 3.619  0.06
O 5.738 -7.145 4.536  0.06
H 5.256 -5.529 1.830  0.10
H 6.631 -5.298 2.954  0.10
H 6.447 -6.847 2.061  0.10
C -7.397 5.602 -7.648  0.04
N -8.200 5.014 -6.544  -0.45
O -9.409 5.148 -6.598  0.06
O -7.588 4.439 -5.665  0.06
H -8.071 6.079 -8.355  0.09
H -6.719 6.331 -7.209  0.10
H -6.850 4.789 -8.124  0.07

Force components x, y, z for each atom (eV/Å):
0.232 -0.015 -1.003
-0.065 -0.634 1.524
0.061 -1.114 -0.241
-0.217 0.412 -0.741
0.611 0.775 2.035
-0.142 -0.403 -0.725
-0.250 0.694 0.390
-0.035 -1.208 -0.890
-1.809 3.062 -1.298
0.920 1.608 0.208
1.231 -1.412 1.548
-0.945 -0.600 -1.070
-0.570 0.233 0.188
0.475 1.846 -0.032
-0.161 -2.679 -1.078
-1.781 0.397 0.388
0.476 -0.919 -1.179
-0.458 0.540 -0.021
-0.806 0.229 0.220
-0.845 -1.210 2.099
2.106 -1.001 -0.326
-0.678 0.299 -2.471
0.583 1.532 0.121
0.489 -0.786 0.746
-0.043 -0.631 -1.216
-0.404 1.321 0.398
-0.672 0.010 -1.271
-1.587 -0.045 -0.354
1.121 0.975 0.217
-1.129 -0.867 -0.428
0.263 0.656 1.271
0.814 1.257 -0.437
-0.624 -1.175 -0.912
-0.417 -0.458 0.998
0.892 0.780 0.401
0.482 -0.469 1.303
-0.696 -1.078 -0.326
0.998 -0.415 0.594
0.522 -0.843 0.589
0.658 0.166 -1.286
0.596 -0.146 1.207
-1.091 0.262 0.667
0.590 0.308 -1.381
0.808 0.666 0.924
0.682 -1.361 -0.240
-0.606 -0.814 0.873
-0.003 1.554 0.205
1.122 1.006 -0.205
-0.407 0.480 0.147
0.186 -0.288 0.085
-0.012 0.210 -0.103
-0.130 0.068 0.167
0.016 -0.330 -0.179
-0.057 0.154 -0.013
-0.149 0.029 -0.027
0.077 0.137 0.067
-0.403 -0.045 -0.140
-0.337 0.192 -0.167
0.048 -0.695 0.042
-0.086 0.069 -0.201
0.151 0.046 0.076
0.031 -0.018 0.163
0.140 -0.004 -0.069
-0.211 0.068 0.121
-0.031 0.291 0.062
0.263 -0.218 -0.039
-0.365 -0.033 -0.185
0.079 -0.149 -0.038
0.200 0.204 -0.004
0.069 -0.154 0.162
0.247 -0.042 -0.253
-0.213 -0.162 -0.085
0.319 0.042 0.448
0.121 -0.197 -0.213
-0.122 0.053 0.098
-0.008 -0.075 0.142
-0.068 0.159 -0.001
-0.015 -0.276 -0.236
0.093 -0.108 0.108
0.004 0.126 -0.288
-0.229 -0.217 0.225
-0.078 0.104 -0.090
-0.110 0.147 0.011
-0.361 -0.473 -0.317
0.303 0.147 0.125
0.077 0.016 -0.046
-0.293 0.040 0.095
0.816 0.499 0.436
-0.152 -0.055 -0.072
-0.096 -0.117 0.068
-0.109 0.096 -0.103
0.184 -0.115 0.351
0.100 -0.098 0.145
-0.298 -0.007 -0.236
0.180 0.206 0.115
-0.055 0.008 -0.137
0.022 -0.035 -0.157
-0.117 0.094 0.015
-0.018 0.200 -0.337
-0.087 0.041 0.050
0.325 -0.227 0.123
-0.196 0.107 -0.149
0.012 -0.050 0.153
-0.011 -0.145 0.013
0.043 0.067 0.148
0.030 0.145 -0.329
-0.125 0.002 0.041
0.232 -0.097 0.128
-0.218 0.065 -0.202
-0.012 -0.091 0.157
0.035 -0.185 0.014
0.081 0.084 0.129

## Properties
HOMO energy = -3.777 eV
Frontier orbital gap = 5.0 eV
Net charge = -1
DFT total energy = -3380.42193 Ha
Spin multiplicity = 1

The following is a DFT calculation (wB97M-V/def2-TZVPD) of a 4-piece molecular cluster, C44H57BrF2N2O8PSSi overall in a non-equilibrium geometry.

Each line ends with the Löwdin charge.
Element x y z (Å)
C 4.066 -0.684 -0.780  -0.06
C 2.948 0.074 -1.531  -0.21
C 2.571 1.254 -0.650  -0.11
N 1.485 2.223 -1.119  -0.13
C 1.788 3.539 -0.417  -0.14
C 1.902 3.401 1.100  -0.24
C 3.312 3.586 1.697  -0.51
Br 3.947 1.940 2.503  0.83
C 0.129 1.791 -0.593  -0.04
C -0.780 1.323 -1.760  -0.21
C -2.129 2.046 -1.887  -0.16
C -3.246 1.107 -1.399  -0.16
C -4.500 1.895 -1.135  -0.15
O -5.597 1.140 -0.580  -0.01
C -5.429 -0.204 -0.452  -0.56
C -5.990 -1.036 -1.558  0.04
O -4.914 -0.669 0.505  0.14
C 0.249 1.260 -2.923  -0.15
C -0.185 1.063 -4.393  -0.50
F -1.523 1.265 -4.540  0.08
F 0.421 1.977 -5.204  0.07
C 0.123 -0.343 -4.888  -0.12
C -0.924 -1.302 -4.298  -0.22
Si -0.391 -3.056 -3.862  0.59
C 0.018 -4.095 -5.359  -0.16
C 1.114 -3.055 -2.727  -0.17
C -1.841 -3.705 -2.853  -0.25
C -1.693 -4.314 -1.599  -0.09
C -2.812 -4.703 -0.857  -0.07
C -4.093 -4.490 -1.369  -0.07
C -4.254 -3.914 -2.629  -0.09
C -3.134 -3.515 -3.365  -0.10
C 1.242 2.376 -2.599  -0.51
N 2.379 2.494 -3.446  0.08
P 0.289 4.048 -2.990  0.46
S 1.458 5.514 -3.460  0.21
H 3.604 -1.330 -0.037  0.09
H 4.584 -1.344 -1.464  0.08
H 4.751 -0.012 -0.275  0.07
H 2.136 -0.636 -1.620  0.08
H 3.346 0.348 -2.498  0.10
H 3.468 1.831 -0.468  0.11
H 2.210 0.822 0.272  0.11
H 1.040 4.283 -0.642  0.07
H 2.718 3.924 -0.826  0.13
H 1.285 4.167 1.559  0.13
H 1.518 2.456 1.470  0.05
H 4.056 3.885 0.969  0.06
H 3.271 4.343 2.466  0.07
H 0.182 0.973 0.118  0.13
H -0.396 2.574 -0.060  0.13
H -1.045 0.288 -1.573  0.13
H -2.341 2.455 -2.866  0.10
H -2.132 2.900 -1.205  0.10
H -2.879 0.670 -0.475  0.13
H -3.393 0.351 -2.167  0.12
H -4.865 2.359 -2.051  0.14
H -4.306 2.708 -0.440  0.13
H -7.058 -0.846 -1.617  0.10
H -5.561 -0.732 -2.509  0.09
H -5.801 -2.079 -1.350  0.06
H 0.739 0.314 -2.698  0.12
H 1.134 -0.623 -4.599  0.11
H 0.066 -0.326 -5.971  0.13
H -1.334 -0.887 -3.379  0.07
H -1.758 -1.402 -4.987  0.09
H 0.606 -3.493 -6.054  0.03
H 0.653 -4.932 -5.086  0.04
H -0.851 -4.469 -5.892  0.04
H 1.290 -4.042 -2.313  0.04
H 2.016 -2.685 -3.207  0.03
H 0.882 -2.412 -1.875  0.02
H -0.703 -4.459 -1.192  0.09
H -2.675 -5.138 0.121  0.10
H -4.935 -4.783 -0.761  0.09
H -5.250 -3.749 -3.010  0.10
H -3.314 -3.054 -4.326  0.10
H 3.224 2.745 -2.951  0.10
H 2.535 1.647 -3.973  0.09
H -0.664 3.718 -3.960  0.01
H -0.466 4.385 -1.854  -0.02
C -1.532 2.830 5.494  0.04
C -1.406 2.178 4.340  0.02
C -0.071 1.886 3.772  -0.37
O 0.052 1.314 2.700  0.05
C 1.120 2.337 4.530  0.00
C 1.000 2.997 5.679  0.05
C -0.340 3.294 6.255  -0.37
O -0.456 3.890 7.300  0.14
H -2.496 3.057 5.930  0.13
H -2.260 1.837 3.768  0.12
H 2.078 2.095 4.077  0.01
H 1.856 3.338 6.248  0.13
C 9.617 1.214 5.531  0.03
C 8.597 1.788 6.164  0.02
C 7.254 1.870 5.538  -0.38
O 6.319 2.395 6.105  0.10
C 7.091 1.286 4.183  -0.01
C 8.110 0.713 3.550  0.02
C 9.456 0.630 4.175  -0.38
O 10.382 0.106 3.597  0.12
H 10.605 1.143 5.967  0.12
H 8.692 2.220 7.152  0.12
H 6.099 1.364 3.755  0.00
H 8.014 0.281 2.561  0.12
C -5.978 -5.672 3.185  0.02
C -5.226 -5.388 4.246  0.02
C -4.470 -4.112 4.336  -0.39
O -3.780 -3.854 5.298  0.11
C -4.587 -3.165 3.198  0.03
C -5.340 -3.448 2.140  0.02
C -6.093 -4.723 2.049  -0.39
O -6.774 -4.980 1.078  0.10
H -6.535 -6.595 3.097  0.12
H -5.126 -6.063 5.086  0.12
H -4.030 -2.241 3.283  0.12
H -5.437 -2.770 1.301  0.09

Force components x, y, z for each atom (eV/Å):
-0.745 -0.176 -0.025
0.691 -0.356 0.604
0.016 -0.564 -1.028
-0.951 0.519 1.458
0.853 0.108 0.173
0.469 0.050 0.345
-0.480 -0.009 -0.331
0.370 -0.012 -0.231
-1.607 -0.906 -0.127
0.456 -0.230 -0.801
-0.127 0.409 0.737
0.579 0.716 -0.273
-0.591 0.089 0.034
0.127 0.337 -0.404
-0.559 0.053 -0.906
-0.279 0.324 0.058
0.873 -0.502 1.430
0.059 -0.482 0.527
0.126 -0.482 -0.148
-0.216 0.373 -0.080
0.117 0.186 -0.051
-0.564 0.021 0.174
0.511 -0.363 -0.163
0.030 -0.593 0.406
0.116 0.395 -0.039
-0.496 0.466 0.039
0.010 0.046 -0.263
-0.620 0.179 -0.197
0.182 0.376 -0.543
0.550 -0.075 0.026
0.435 0.014 0.234
-0.424 -0.389 0.748
-0.835 1.048 -1.522
0.186 -0.780 0.663
0.885 1.083 0.092
-0.073 -0.186 0.096
0.085 0.007 0.285
0.282 0.035 -0.096
0.271 0.031 -0.057
-0.260 0.045 -0.355
-0.250 0.158 -0.209
0.060 0.253 0.081
0.059 0.303 0.382
-0.269 -0.183 -0.235
0.110 -0.043 -0.218
-0.253 0.104 -0.060
-0.279 -0.003 -0.081
0.106 -0.002 -0.109
0.217 -0.041 0.304
0.659 0.046 0.130
0.423 0.486 0.027
0.057 -0.171 0.137
0.021 -0.149 -0.197
0.056 0.158 0.016
-0.187 -0.400 0.113
-0.101 -0.362 0.113
-0.035 -0.032 -0.184
0.121 0.046 0.195
-0.169 -0.015 -0.061
0.073 -0.033 -0.156
0.022 -0.163 -0.066
0.393 0.044 -0.081
0.215 0.112 -0.025
0.063 -0.010 -0.180
-0.140 -0.038 0.142
-0.186 0.178 -0.025
0.016 0.053 -0.163
-0.038 -0.212 0.131
-0.140 -0.038 -0.042
0.154 -0.215 -0.111
0.202 -0.053 -0.069
0.068 0.091 0.128
0.085 -0.082 0.106
-0.064 -0.106 0.102
-0.274 0.006 -0.106
-0.069 -0.042 -0.136
0.159 0.039 -0.148
0.056 0.330 -0.192
0.137 0.037 -0.102
-0.051 -0.333 0.182
-0.378 -0.445 -0.095
-0.003 -0.006 -0.043
-0.002 -0.042 -0.026
-0.029 0.086 0.129
-0.058 0.012 -0.098
-0.003 -0.073 -0.116
0.011 -0.019 -0.024
0.000 -0.007 0.037
-0.005 0.004 -0.030
0.014 0.012 0.028
0.005 -0.031 0.003
-0.268 0.052 0.300
-0.022 0.001 0.020
-0.034 0.019 0.021
0.030 -0.010 -0.007
-0.005 0.020 0.031
-0.012 0.000 -0.014
-0.012 -0.050 0.001
-0.050 0.018 0.000
0.022 0.001 0.012
0.000 -0.001 -0.012
0.012 -0.017 -0.025
-0.027 0.007 0.001
0.243 -0.019 0.108
0.042 -0.015 0.005
-0.013 -0.026 0.027
-0.020 -0.016 -0.031
-0.008 0.031 -0.035
0.030 -0.007 0.032
-0.001 -0.032 0.000
-0.034 0.014 -0.113
0.050 0.025 0.109
0.015 -0.028 -0.077
-0.015 0.005 -0.017
0.017 0.018 0.017
-0.007 0.008 0.004
0.031 -0.011 0.063

## Properties
HOMO energy = -11.383 eV
Frontier orbital gap = 7.6 eV
Net charge = +1
DFT total energy = -6224.69310 Ha
Spin multiplicity = 1